Computed, not measured: a molecular structure, C32H27F2N5O4S2V in a non-equilibrium geometry, with ωB97M-V with the def2-TZVPD basis set.

F_max	1.36	eV/A
M	698.67	g mol⁻¹
Kohn-Sham gap (spin up / spin down)	6.53 / 6.56	eV
energy above the lowest of the compared OMol25 structures with the same formula, charge and spin	151.2	kJ/mol

The geometry in ORCA input format:
```
! wB97M-V def2-TZVPD RIJCOSX def2/J DEFGRID3
* xyz 0 2
V 1.37371 -0.37420 -0.32119
S -0.76530 -2.45131 0.64993
S -1.92339 -3.96284 -1.74704
F 1.75337 2.08977 -1.69800
F 3.22464 0.51120 -2.17810
O 0.55556 -0.44394 -1.94065
O -0.86694 -0.62600 -3.63979
O -0.90788 0.97198 -0.51992
O 1.15233 0.47754 1.14657
N 1.48072 -2.61234 -0.89489
N 1.75477 -0.98719 5.08383
N 3.25316 -1.10349 0.27081
N 0.53012 -3.31795 -1.51355
N 1.57028 -1.67916 3.00212
C -0.53579 3.07702 3.00338
C -1.46412 4.62275 -2.33734
C -0.60978 -3.20213 -0.85402
C -3.77627 0.85285 -2.84059
C 2.52548 1.10844 -1.15986
C 0.61784 1.12587 2.20601
C -1.06766 4.76270 -3.66087
C -1.45451 0.86231 -1.83453
C -3.44755 -0.29579 -0.76473
C 0.06856 1.32762 4.52288
C 5.30717 -0.85375 1.44813
C 1.32663 -0.68673 3.82109
C -3.14931 -4.24478 -0.46491
C 3.67764 -2.27431 -0.22833
C -2.92787 0.45377 -1.81142
C -5.11971 0.51626 -2.81531
C -4.80066 -0.60946 -0.72755
C -5.64016 -0.20773 -1.75215
C 2.16407 -2.65859 3.75454
C 0.03340 2.36418 1.96243
C -1.57242 3.36204 -1.77608
C -0.52586 2.55359 4.28650
C 2.68809 -3.04066 -0.95786
C -0.90046 2.36603 -3.84787
C -0.58608 -0.18986 -2.56014
C 4.95483 -2.75713 0.04777
C 0.67001 0.58739 3.50254
C 4.04591 -0.42098 1.10272
C 2.29054 -2.25000 5.04785
C -1.29143 2.22151 -2.52378
C -0.78834 3.63237 -4.41010
C 5.77467 -2.03948 0.89247
H 5.90633 -0.27240 2.13322
H -6.69304 -0.45831 -1.72706
H 2.93622 -3.97802 -1.44416
H -1.61369 0.89372 0.13324
H -5.76437 0.83153 -3.62556
H 3.64019 0.50189 1.49248
H 6.76632 -2.40206 1.12909
H -0.99400 4.03751 2.80795
H -0.97798 5.74692 -4.10215
H -2.80857 -0.68289 0.01765
H -1.88062 3.26363 -0.74269
H 3.25417 1.58899 -0.49847
H -0.47453 3.72802 -5.44158
H 2.44264 -3.60350 3.31776
H 2.69418 -2.72596 5.92388
H 1.69995 -0.39213 5.89058
H 0.04550 0.92010 5.52624
H -3.41400 -3.31830 0.03155
H 5.27088 -3.69361 -0.39008
H -5.18565 -1.18536 0.10462
H 0.03270 2.73884 0.94841
H -0.68648 1.49286 -4.44823
H -2.78601 -4.96039 0.27027
H -4.02219 -4.65288 -0.97356
H -0.98576 3.09493 5.10206
H -1.68882 5.49773 -1.74054
H -3.38539 1.43168 -3.66593
*
```


Computed, not measured: 13 unconnected molecules or ions with the total composition C51H123N5O13 in a non-equilibrium geometry, with ωB97M-V with the def2-TZVPD basis set.

F_max	3.51	eV/A
M	1014.57	g mol⁻¹
Kohn-Sham gap	8.99	eV
energy above the lowest of the compared OMol25 structures with the same formula, charge and spin	175.7	kJ/mol

The geometry in ORCA input format:
```
! wB97M-V def2-TZVPD RIJCOSX def2/J DEFGRID3
* xyz 0 1
O 6.14796 2.33773 -2.10214
O -0.18941 -0.43850 -0.35624
O 4.95310 0.98538 2.43877
O 4.14818 1.82744 -4.21692
O -6.45551 1.50695 -0.56265
O 2.21975 -2.24185 -0.47885
O -0.25643 1.77329 4.11461
O 1.39857 1.25551 -2.50064
O 1.63535 -2.14336 3.15939
O -2.55974 -1.23976 -1.65739
O 2.19857 0.54996 3.24245
O 4.43986 -1.77282 2.04347
O -1.09232 -2.76111 2.95479
N 0.79338 2.24420 4.93362
N 1.30460 2.48183 -3.17863
N -2.37302 -2.60307 -1.93835
N 2.05595 -3.18439 -1.52608
N -5.52750 0.86862 0.26737
C 1.57934 3.78563 3.20701
C 0.66667 0.31671 6.51642
C 2.81141 -1.47042 -3.01161
C -3.71014 0.82459 1.82393
C 2.17833 4.28537 5.68907
C -3.37637 -3.23757 0.18412
C -0.76342 -2.15954 -3.55185
C -2.10401 -4.21196 -3.80762
C 1.52760 3.54379 -2.20360
C -5.69550 -0.44881 2.45911
C -7.35097 -0.80402 0.73573
C 1.67321 4.88813 -2.95701
C 0.49333 1.82102 6.39495
C 7.13998 1.35689 -2.39762
C 2.75031 -5.24907 -3.32363
C -0.26449 4.44704 4.70179
C 1.06170 3.73040 4.62632
C 0.40971 3.62903 -1.15102
C -6.49857 0.29733 1.40203
C -4.91856 -2.85588 -1.68783
C -7.50225 1.38236 1.99467
C 1.94888 -4.51702 -0.97940
C 4.56433 -3.09237 -2.37086
C -3.43501 1.79500 -0.49556
C -4.82236 3.13672 1.06024
C 1.76510 -5.44305 -2.20198
C -4.52717 0.39763 2.98310
C -2.17599 -2.70484 -3.41842
C 2.58064 -3.78624 -3.71782
C 0.22455 2.40733 -4.12024
C -1.12669 2.08104 -3.53087
C 0.01544 0.08607 0.97895
C -3.31613 -5.01227 -3.31638
C 5.50742 -2.74799 1.90646
C 3.04643 -2.85585 -2.61323
C 1.51467 2.48641 7.23155
C -4.40226 1.73411 0.68361
C -2.32368 -2.29789 3.56061
C 0.38933 3.74678 -4.86925
C 0.60169 5.05063 -4.00061
C 5.08507 1.77617 1.18673
C 1.59152 3.97602 7.07485
C -3.18638 -1.99509 -4.40961
C -0.95564 2.25313 6.91140
C -3.51043 -3.30353 -1.36208
C 2.84299 3.33051 -1.47641
C -3.39144 -4.73614 -1.79310
C 0.64734 -4.48461 -0.17829
C 4.67133 2.65833 -5.21680
C 3.17444 -4.95514 -0.15282
C 0.60122 1.28639 -5.07798
H -3.33890 -0.06003 1.30204
H -0.98072 4.02065 4.03033
H -2.02954 -1.35613 4.09511
H 3.01978 4.22662 -0.89451
H 0.36901 0.26622 -4.74352
H 3.29919 -1.32257 -3.97648
H -6.69188 -1.45067 0.13834
H 5.36557 2.13857 -2.64129
H -4.21413 -4.78928 -3.90848
H -0.66911 -1.10780 -3.25501
H -0.00510 -0.26676 5.90559
H -1.40555 2.75373 -2.69077
H 5.61886 3.13361 -4.90707
H 1.74047 -1.20050 -3.12042
H -5.51328 3.12099 1.91617
H 0.53994 0.00878 7.56181
H -6.70875 0.81069 -1.17273
H -5.62705 -3.38918 -1.02783
H -3.72925 2.61214 -1.17094
H 7.48922 1.33727 -3.43325
H 3.14428 0.82292 3.10908
H 6.06109 1.70563 0.73305
H -7.85631 -1.48684 1.47863
H 0.66338 5.88330 -4.69124
H -0.32374 -2.24024 -4.55237
H 1.54618 -3.52207 -4.01077
H -8.51738 1.04322 1.82421
H 1.07064 0.42924 1.17833
H 1.77569 5.67631 -2.24679
H 3.14406 3.81583 5.62264
H -7.43760 2.36372 1.55946
H -0.26347 5.53923 4.42863
H 0.79367 -5.19971 -2.66553
H -1.82833 -0.99716 -1.12257
H -5.20631 -3.03327 -2.73723
H 4.11423 -4.88755 -0.60517
H 4.90644 0.03803 2.16787
H 2.47671 -5.87723 -4.17579
H -4.03265 -3.89658 0.73522
H -2.57613 -1.82783 -5.40805
H 0.57758 1.23256 -1.93371
H -5.15298 3.65007 0.18165
H 1.69818 0.01594 6.17186
H 1.87548 1.20481 3.85628
H 4.97886 2.84203 1.42607
H 5.73286 -2.90408 0.88258
H 5.15196 -2.41518 -3.06269
H -1.26671 1.40857 7.45362
H 2.59576 4.81404 -3.44603
H 1.60455 -1.16970 3.24419
H -1.22087 1.03072 -3.14616
H 0.14542 2.64662 -0.81861
H -6.45836 -0.62717 3.21812
H -0.28607 -0.70573 1.66508
H 2.82036 2.51200 -0.77646
H 1.27553 3.71398 -5.53878
H -0.16416 -4.07226 -0.75466
H 3.20187 -0.74393 -2.28018
H 3.32542 -3.51371 -4.54640
H -4.26335 -5.18532 -1.38953
H -0.21966 -2.69465 -2.80371
H -0.75653 4.38846 5.70687
H -5.17648 -1.81226 -1.59488
H -0.47730 3.95891 -5.56473
H 3.19208 -4.43775 0.79790
H -3.92850 -0.09323 3.79305
H 0.42227 -5.57324 0.03924
H -1.80214 -4.30159 -4.86384
H -1.58398 2.34285 6.01151
H -0.32606 5.24924 -3.45744
H 3.23467 2.15741 -4.05490
H -2.82614 1.42924 2.13165
H 2.25755 4.36613 7.86131
H 0.12159 1.42659 -6.04311
H 1.99021 4.74495 2.83663
H -3.95486 3.65694 1.41222
H -8.09832 -0.30949 0.09565
H -2.51535 -5.23732 -1.30074
H -0.56110 4.02261 -1.47006
H 0.88237 -3.84299 0.71851
H -3.11301 -1.90554 2.87514
H -3.70396 -2.21859 0.46598
H -1.35518 -3.42839 2.34085
H 3.99546 3.49658 -5.39112
H 8.00476 1.49557 -1.73225
H 6.39994 -2.22398 2.29736
H 0.74490 3.56624 2.56810
H 3.59883 -2.09985 2.40412
H -0.62280 0.96935 1.10980
H -2.76547 -3.06151 4.23328
H 2.36182 3.07882 2.95444
H 6.80119 0.32909 -2.16533
H 4.64112 2.12363 -6.12348
H 3.76442 -5.47208 -3.16909
H 0.51986 -1.09406 -0.45800
H 4.32729 1.49965 0.48340
H -2.37110 -3.31815 0.48594
H 1.68172 -6.51277 -1.76445
H 2.91493 -2.50013 0.12703
H -1.24269 -4.51907 -3.19526
H 0.73652 -2.41010 3.29226
H 2.19152 5.37206 5.55740
H -7.42601 1.36538 3.06182
H -0.99960 3.20135 7.47265
H 4.81662 -2.66975 -1.40954
H -3.43758 0.83307 -0.99691
H 2.47135 2.03568 6.96935
H 1.33049 2.19757 8.27105
H -1.81386 2.01860 -4.38144
H 5.29815 -3.67353 2.46957
H -2.38589 1.94644 -0.22326
H 3.57790 3.28217 -2.22438
H -5.33911 -1.39103 2.07537
H -3.10776 -6.10206 -3.44864
H 0.11290 1.55474 3.22485
H 4.89282 -4.12368 -2.46370
H 0.76971 4.20970 -0.28203
H -3.37896 -1.02210 -3.96966
H 3.04746 -6.03189 0.06354
H 1.66449 1.33758 -5.28390
H -4.08038 -2.51475 -4.65304
H -4.89583 1.35174 3.49251
H 0.59633 4.43027 7.19781
*
```


no.,calculated total energy (eV)
1,-102056.3341
2,-88941.2509